C9H22AlHfO2 as an isolated structure in a non-equilibrium geometry. Source: the Open Molecules 2025 dataset; level of theory: the ωB97M-V functional and the def2-TZVPD basis.

Charge: +3
Electronic energy in hartree: -795.5325
Spin multiplicity: 1
Highest occupied orbital energy in Eh: -0.724
HOMO-LUMO gap in hartree: 0.150

Atoms and positions in Å:
1 C 2.8991 1.8092 -0.3443
2 C 2.8624 0.2588 -0.0675
3 O 2.3510 -0.4236 -1.2393
4 C 1.9090 -0.0019 1.1620
5 Al 1.5677 -2.0134 1.1901
6 O -0.1927 -2.5318 0.8441
7 C -1.1000 -1.5244 1.0481
8 C -1.1880 -0.5040 -0.2648
9 C -2.1115 -1.0960 -1.3898
10 C -1.6671 0.9217 0.2067
11 C -1.7383 1.9464 -1.0684
12 C -3.0489 0.8893 0.9490
13 H 3.4902 2.3363 0.4470
14 H 3.3376 2.0595 -1.3510
15 H 1.8710 2.2648 -0.3409
16 H 3.9009 -0.0769 0.1776
17 H 2.2186 0.2545 -1.9168
18 H 2.4106 0.3410 2.1074
19 H 0.9938 0.6377 1.0506
20 H 2.1271 -2.6397 2.5420
21 H 2.4906 -2.6405 -0.0181
22 H -2.1228 -1.9993 1.0951
23 H -0.9694 -0.9754 2.0146
24 H -0.1655 -0.4138 -0.7179
25 H -3.1782 -1.1919 -1.0889
26 H -1.9932 -0.4989 -2.3295
27 H -1.7682 -2.1379 -1.6341
28 H -0.9516 1.4052 0.9325
29 H -1.5997 2.9612 -0.6298
30 H -2.7186 1.8224 -1.5893
31 H -0.8805 1.6856 -1.7389
32 H -2.9659 0.6312 2.0335
33 H -3.4777 1.9281 0.8787
34 H -3.7829 0.2109 0.4612
35 Hf 3.2690 -3.8220 -1.3675

Atoms 1-3, force components in eV/Å:
-0.285 0.476 0.375
0.046 0.643 0.250
0.197 -0.119 0.433